ORCA calculation (ωB97M-V/def2-TZVPD) on 2 unconnected molecules or ions with the total composition C2H2BrCl3 at a distorted geometry.

```
8
Properties=species:S:1:pos:R:3:mulliken_charge:R:1
C 1.82 1.13 0.96 -0.194
C -1.45 -0.82 -0.87 -0.308
Cl 3.27 0.48 0.36 -0.111
Cl 0.36 0.88 0.08 -0.015
Cl -2.22 0.13 -1.99 -0.061
Br -2.41 -1.23 0.74 -0.049
H 1.75 1.12 1.97 0.363
H -1.12 -1.70 -1.25 0.375
```

Kohn-Sham gap (spin up / spin down)   8.91 / 9.58 eV
Expectation value of S²   2.01
2S+1   3

***

ORCA calculation (ωB97M-V/def2-TZVPD) on 2 unconnected molecules or ions with the total composition C3H5IO at a distorted geometry.

```
10
Properties=species:S:1:pos:R:3:mulliken_charge:R:1
C -0.89 -0.12 0.23 0.526
C -0.91 0.41 -1.09 -0.798
C 1.25 0.06 1.06 -0.880
O -1.64 -0.76 0.91 -0.407
I 2.01 -1.91 0.45 -0.006
H -0.02 -0.09 -1.45 0.248
H -1.77 -0.09 -1.53 0.304
H -0.91 1.50 -1.09 0.311
H 1.60 0.86 0.30 0.337
H 1.28 0.15 2.18 0.365
```

Kohn-Sham gap   8.41 eV

***

Number 1: electronic energy -109712.10525 eV. Number 2: electronic energy -13337.08183 eV.